The molecule C26H22N4O3 at a distorted geometry. Source: the Open Molecules 2025 dataset; level of theory: ωB97M-V with the def2-TZVPD basis set.

Calculated values
**Energy relative to the best compared isomer or geometry (same formula, charge and spin)**: 35.1 kJ/mol
**SMILES string**: O=C(/C=C/c1ccccc1)NCC(=O)N/N=C1\C(=O)N(Cc2ccccc2)c2ccccc21
**Kohn-Sham gap**: 0.2946 hartree

Positions of all 55 atoms, in Å:
O: -0.8312 -4.7349 -1.5678
C: -1.2944 -3.9904 -0.7346
N: -2.0187 -2.8844 -1.0807
N: -2.6142 -2.1220 -0.1579
C: -2.7663 -0.8680 -0.3631
C: -2.1793 -0.0677 -1.4803
N: -2.3142 1.2457 -1.1291
C: -2.9866 1.3651 0.0825
C: -3.3225 2.5063 0.7800
C: -4.0163 2.3499 1.9744
C: -4.3538 1.0947 2.4576
C: -4.0021 -0.0542 1.7633
C: -3.3181 0.0872 0.5708
H: -4.2493 -1.0356 2.1346
H: -4.8915 1.0118 3.3899
H: -4.2934 3.2284 2.5378
H: -3.0512 3.4871 0.4222
C: -1.6444 2.3211 -1.8101
C: -0.5222 2.9095 -0.9866
C: -0.1076 4.2134 -1.2268
C: 0.9283 4.7675 -0.4966
C: 1.5535 4.0265 0.4920
C: 1.1415 2.7285 0.7397
C: 0.1138 2.1672 0.0004
H: -0.1898 1.1496 0.2023
H: 1.6197 2.1477 1.5151
H: 2.3581 4.4592 1.0680
H: 1.2436 5.7812 -0.6959
H: -0.5988 4.7964 -1.9935
H: -2.3664 3.1009 -2.0780
H: -1.2402 1.8915 -2.7350
O: -1.6453 -0.4782 -2.4970
H: -1.8874 -2.5161 -2.0272
C: -0.9701 -4.0981 0.7566
N: 0.4026 -3.6526 0.9120
C: 0.7392 -2.3333 0.8009
O: -0.0920 -1.4410 0.7935
C: 2.1908 -2.0874 0.7311
C: 2.6433 -0.8634 0.4343
C: 4.0195 -0.4271 0.3062
C: 5.1084 -1.2399 0.6304
C: 6.4005 -0.7722 0.4944
C: 6.6345 0.5133 0.0316
C: 5.5647 1.3317 -0.2931
C: 4.2710 0.8682 -0.1557
H: 3.4386 1.5089 -0.4108
H: 5.7410 2.3347 -0.6534
H: 7.6465 0.8750 -0.0735
H: 7.2327 -1.4116 0.7509
H: 4.9418 -2.2406 0.9985
H: 1.8945 -0.1022 0.2519
H: 2.8445 -2.9288 0.9053
H: 1.1097 -4.3357 0.6859
H: -1.6218 -3.4356 1.3282
H: -1.0489 -5.1300 1.0972